Formula: C2H4NPS
Source: the Open Molecules 2025 dataset
Level of theory: ωB97M-V/def2-TZVPD

Output
Electronic energy, eV: -23752.2063
Frontier orbital gap, eV: 8.8
Largest force on an atom, Eh/bohr: 0.0935
Relative energy (zero: lowest compared OMol25 entry of this formula, charge and spin), kcal per mole: 9.9

```
9
Properties=species:S:1:pos:R:3:forces:R:3:nbo_charge:R:1
N 1.59726 1.39737 -0.01822 2.2 2.4 0.8 -0.87
H 0.02590 0.79451 -1.07835 -1.2 0.5 -3.5 0.20
S 2.14661 -1.30263 -0.13734 1.4 -0.2 -0.2 -0.13
P 2.94315 0.65016 0.11064 -0.3 -0.2 -0.5 0.94
C 0.38065 0.79984 -0.13727 -1.2 -3.4 3.2 -0.25
H 0.42401 -0.96848 1.27768 -0.6 0.4 1.1 0.21
C 0.51536 -0.70388 0.25278 -1.0 -2.2 -1.9 -0.55
H -0.42340 1.08634 0.53652 0.1 1.1 0.0 0.21
H -0.15460 -1.45515 -0.32623 0.6 1.6 0.9 0.23
```
Forces are in eV/Å.